A.
ORCA calculation (the ωB97M-V functional and the def2-TZVPD basis) on a single C3H4N2O molecule.

SMILES string: NC1=CN1C=O
HOMO energy: -0.3016 Eh
HOMO-LUMO gap: 9.074 eV

```
! RIJCOSX wB97M-V def2-TZVPD def2/J DEFGRID3
* xyz 0 1
O 0.28 2.05 -0.12
C 1.15 1.20 -0.21
H 0.80 -1.97 -1.37
C 0.38 -1.14 -0.83
N -1.58 -0.33 0.66
N 0.95 -0.13 0.16
H -1.61 0.54 1.17
H -2.15 -1.09 0.99
H 2.19 1.44 -0.46
C -0.43 -0.58 0.01
*
```

B.
ORCA calculation (the ωB97M-V functional and the def2-TZVPD basis) on a single C3H4N2O molecule.

SMILES string: Nc1ccno1
HOMO energy: -0.3022 Eh
HOMO-LUMO gap: 8.908 eV

```
! RIJCOSX wB97M-V def2-TZVPD def2/J DEFGRID3
* xyz 0 1
N -0.71 -0.29 1.66
H -0.19 2.15 -0.44
H -0.01 -1.93 -1.14
N 0.26 1.43 -0.98
O -1.14 0.63 0.78
C 0.04 -1.12 1.01
C 0.05 -1.07 -0.46
H 0.79 -1.67 1.55
H 1.14 1.65 -1.44
C -0.15 0.25 -0.53
*
```

C.
ORCA calculation (the ωB97M-V functional and the def2-TZVPD basis) on a molecular structure, C3H4N2O.

HOMO energy: -0.3190 Eh
HOMO-LUMO gap: 9.204 eV

```
! RIJCOSX wB97M-V def2-TZVPD def2/J DEFGRID3
* xyz 0 1
C -0.89 1.90 0.10
O -0.99 1.98 -1.10
H 1.13 -2.04 -1.45
C 0.56 0.08 0.62
H -0.91 1.75 2.26
H 1.49 -2.08 0.15
H -0.69 -0.59 -0.98
C -0.61 1.52 1.27
N 0.17 -0.63 -0.39
N 0.74 -1.90 -0.49
*
```

Least stable structure: C

A.
ORCA calculation (the ωB97M-V functional and the def2-TZVPD basis) on a single C3H4N2O molecule.

HOMO energy (spin up / spin down): -0.3017 / -0.3018 Eh
HOMO-LUMO gap (spin up / spin down): 7.558 / 7.561 eV

```
! RIJCOSX wB97M-V def2-TZVPD def2/J DEFGRID3
* xyz 0 1
C 1.05 0.18 -0.03
H -2.09 1.26 0.32
C -1.27 0.54 0.19
H 0.90 -1.71 1.15
N 2.20 0.54 0.17
O -1.24 -0.53 0.83
C 0.69 -1.17 0.23
H -0.38 1.68 -1.21
H 0.59 -1.79 -0.67
N -0.26 0.84 -0.64
*
```

B.
ORCA calculation (the ωB97M-V functional and the def2-TZVPD basis) on a single C3H4N2O molecule.

SMILES string: C1=NN=COC1
HOMO energy: -0.3513 Eh
HOMO-LUMO gap: 10.304 eV

```
! RIJCOSX wB97M-V def2-TZVPD def2/J DEFGRID3
* xyz 0 1
N 1.71 0.52 0.01
C 1.37 -0.71 -0.02
H -1.31 1.85 -0.04
H -1.66 -0.58 -0.83
H 2.15 -1.46 0.04
C -0.98 -0.35 0.02
N 0.67 1.49 -0.03
H -1.55 -0.59 0.94
C -0.53 1.08 -0.03
O 0.13 -1.25 -0.06
*
```

Least stable structure: A

A.
ORCA calculation (the ωB97M-V functional and the def2-TZVPD basis) on a single C3H4N2O molecule.

SMILES string: [H]/N=C/OCC#N
HOMO energy: -0.4036 Eh
HOMO-LUMO gap: 11.742 eV

```
! RIJCOSX wB97M-V def2-TZVPD def2/J DEFGRID3
* xyz 0 1
H -0.96 1.46 0.38
H 1.78 -1.12 1.12
C -2.16 -0.17 -0.16
H 2.76 -0.03 -0.64
N 1.78 0.20 -0.54
H -0.40 0.59 -1.06
O -0.02 -0.34 0.78
C -0.84 0.47 -0.06
N -3.21 -0.63 -0.26
C 1.27 -0.43 0.43
*
```

B.
ORCA calculation (the ωB97M-V functional and the def2-TZVPD basis) on a single C3H4N2O molecule.

SMILES string: [H]/N=N/[C@H]1C=C1O
HOMO energy: -0.3222 Eh
HOMO-LUMO gap: 9.234 eV

```
! RIJCOSX wB97M-V def2-TZVPD def2/J DEFGRID3
* xyz 0 1
C -0.63 0.39 0.64
C 1.04 -0.10 0.18
O -1.76 0.43 1.37
N -0.24 -1.68 -0.70
N 0.90 -1.20 -0.71
H -1.88 1.30 1.79
H 0.50 2.13 -0.24
C 0.26 1.12 0.05
H -0.30 -2.33 -1.49
H 2.09 -0.05 0.56
*
```

Least stable structure: B

A.
ORCA calculation (the ωB97M-V functional and the def2-TZVPD basis) on a single C3H4N2O molecule.

HOMO energy: -0.2902 Eh
HOMO-LUMO gap: 8.408 eV

```
! RIJCOSX wB97M-V def2-TZVPD def2/J DEFGRID3
* xyz 0 1
C 0.04 0.39 -0.78
N -0.84 -0.22 0.01
O -0.28 0.71 -2.02
H -0.66 -0.45 2.14
H -1.80 -0.43 -0.22
C 1.25 0.20 1.05
C -0.08 -0.52 1.22
H 0.37 -1.53 1.16
H 0.52 1.10 -2.40
N 1.24 0.62 -0.25
*
```

B.
ORCA calculation (the ωB97M-V functional and the def2-TZVPD basis) on a single C3H4N2O molecule.

HOMO energy (spin up / spin down): -0.3263 / -0.3263 Eh
HOMO-LUMO gap (spin up / spin down): 8.269 / 8.271 eV

```
! RIJCOSX wB97M-V def2-TZVPD def2/J DEFGRID3
* xyz 0 1
H -2.61 -0.56 0.06
C -0.53 -0.38 0.08
H 2.63 0.57 -0.36
H -1.99 0.94 -0.42
C 1.75 0.01 0.00
O 1.81 -1.23 0.33
N -0.09 -1.53 0.50
C 0.52 0.60 -0.02
N -1.82 -0.05 -0.31
H 0.33 1.64 0.14
*
```

C.
ORCA calculation (the ωB97M-V functional and the def2-TZVPD basis) on a single C3H4N2O molecule.

SMILES string: NC=C=CN=O
HOMO energy (spin up / spin down): -0.3191 / -0.3191 Eh
HOMO-LUMO gap (spin up / spin down): 8.286 / 8.286 eV

```
! RIJCOSX wB97M-V def2-TZVPD def2/J DEFGRID3
* xyz 0 1
H 2.53 -0.36 -0.73
N -1.86 -1.01 1.15
O -0.82 -1.58 1.38
H -2.61 0.84 0.35
N 1.93 0.41 -0.47
C 0.58 0.21 -0.72
H 2.17 0.79 0.43
C -1.70 0.25 0.43
H 0.30 -0.10 -1.72
C -0.53 0.54 -0.10
*
```

D.
ORCA calculation (the ωB97M-V functional and the def2-TZVPD basis) on 2 unconnected molecules or ions with the total composition C3H4N2O.

SMILES string: C#[N+][O-].C#CN
HOMO energy: -0.3263 Eh
HOMO-LUMO gap: 9.606 eV

```
! RIJCOSX wB97M-V def2-TZVPD def2/J DEFGRID3
* xyz 0 1
C 0.50 -0.34 1.75
H 1.20 1.62 -1.53
H -1.65 -1.02 0.05
C -0.35 0.03 -1.06
H -0.09 -1.13 2.16
N -1.28 -0.95 -0.89
H -2.04 -0.86 -1.56
C 0.47 0.88 -1.33
N 1.26 0.47 1.42
O 1.99 1.32 1.00
*
```

Least stable structure: D

A.
ORCA calculation (the ωB97M-V functional and the def2-TZVPD basis) on a single C2H2FP molecule.

SMILES string: FP1=CC=1
HOMO energy: -0.3522 Eh
HOMO-LUMO gap: 10.461 eV

```
! RIJCOSX wB97M-V def2-TZVPD def2/J DEFGRID3
* xyz 0 1
P 1.29 0.66 0.05
H -1.21 -0.37 1.44
C -0.47 0.19 -0.67
C -0.55 0.07 0.65
F 1.95 -0.92 0.00
H -1.02 0.38 -1.47
*
```

B.
ORCA calculation (the ωB97M-V functional and the def2-TZVPD basis) on a single C2H2FP molecule.

HOMO energy (spin up / spin down): -0.3665 / -0.3665 Eh
HOMO-LUMO gap (spin up / spin down): 8.197 / 8.196 eV

```
! RIJCOSX wB97M-V def2-TZVPD def2/J DEFGRID3
* xyz 0 1
P 0.65 -0.09 -0.45
C -0.09 1.35 0.06
F 2.02 -0.15 0.46
C -0.73 -1.15 -0.34
H -1.13 1.51 -0.37
H -0.73 -1.47 0.64
*
```

C.
ORCA calculation (the ωB97M-V functional and the def2-TZVPD basis) on a single C2H2FP molecule.

HOMO energy (spin up / spin down): -0.3099 / -0.2936 Eh
HOMO-LUMO gap (spin up / spin down): 7.144 / 6.731 eV

```
! RIJCOSX wB97M-V def2-TZVPD def2/J DEFGRID3
* xyz 0 1
F 0.96 0.95 1.45
P 0.27 -1.69 -1.15
H 0.57 0.93 -0.96
H 0.12 -0.95 1.38
C 0.22 -0.04 0.82
C 0.27 -0.14 -0.53
*
```

Least stable structure: B

A.
ORCA calculation (the ωB97M-V functional and the def2-TZVPD basis) on a single C3H7N3 molecule.

SMILES string: CC(N)(N)C#N
HOMO energy: -0.3603 Eh
HOMO-LUMO gap: 10.677 eV

```
! RIJCOSX wB97M-V def2-TZVPD def2/J DEFGRID3
* xyz 0 1
N -0.46 1.32 -0.59
C 0.02 -1.23 -0.82
N 1.24 0.46 0.77
H 1.63 1.19 0.08
H -0.12 2.15 -0.12
H -1.40 1.13 -0.88
N -1.88 -0.15 2.00
H -0.90 -1.62 -0.99
C -0.06 0.17 0.23
H 0.53 -1.89 -0.14
C -1.03 -0.12 1.24
H 0.62 -1.17 -1.71
H 1.82 -0.24 0.93
*
```

B.
ORCA calculation (the ωB97M-V functional and the def2-TZVPD basis) on a single C3H7N3 molecule.

SMILES string: C=CN/C=N\N
HOMO energy: -0.2964 Eh
HOMO-LUMO gap: 8.899 eV

```
! RIJCOSX wB97M-V def2-TZVPD def2/J DEFGRID3
* xyz 0 1
H 1.70 -1.65 -0.19
H -0.72 -1.18 0.17
H -2.40 -0.44 1.18
C 2.36 0.42 0.05
N -1.88 0.85 -0.02
C -0.60 0.78 -0.17
H -3.30 -0.60 -0.60
H -0.16 1.72 -0.14
C 1.40 -0.61 -0.08
N 0.05 -0.37 -0.24
N -2.25 -0.53 -0.04
H 3.47 -0.09 0.15
H 2.32 1.70 -0.08
*
```

Least stable structure: B